64
Properties=species:S:1:pos:R:3:forces:R:3:nbo_charge:R:1 method="wB97M-V/def2-TZVPD" homo_ev=-16.54 spin_multiplicity=1 lumo_energy_ev=-8.399 total_charge=+3 orbital_gap_ha=0.29906 de_lowest_kcal_mol=2.2 e_tot_ha=-1848.304528
Tl 0.1361 0.2276 -0.6816 -0.02 0.03 0.03 0.878
C 4.4889 3.8373 2.0996 -0.01 -0.01 -0.01 -0.649
C 3.4204 2.8762 1.6640 0.00 -0.10 -0.05 0.276
N 3.1165 2.8523 0.4393 -0.06 0.19 -0.05 0.095
N 2.8962 2.8453 -0.7193 0.07 -0.10 0.10 0.002
C 1.6915 3.7212 -1.1659 -0.05 0.02 0.02 0.670
O 0.6305 3.2288 -0.9249 0.02 -0.04 -0.02 -0.535
C 2.0803 4.9413 -1.8227 0.02 -0.01 0.01 -0.193
C 1.0743 5.8707 -2.1238 -0.01 0.00 0.00 -0.130
C 1.4140 7.0560 -2.7409 0.01 0.00 0.00 -0.203
C 2.7442 7.3114 -3.0655 0.00 -0.01 0.00 -0.101
C 3.7434 6.3873 -2.7763 0.00 0.01 0.00 -0.207
C 3.4178 5.1999 -2.1518 0.01 0.00 0.00 -0.157
C 2.7204 1.9410 2.5780 -0.02 0.01 -0.01 0.113
C 3.0725 1.9236 3.9166 0.00 0.00 -0.01 -0.182
C 2.4175 1.0310 4.7572 -0.01 -0.01 0.00 -0.128
C 1.4519 0.2063 4.2177 0.01 0.01 0.01 -0.201
C 1.1710 0.3059 2.8574 0.00 0.00 -0.02 0.050
N 1.7795 1.1521 2.0375 0.05 0.02 0.00 -0.447
H 4.8752 4.4066 1.2586 0.00 0.00 0.00 0.259
H 5.3057 3.2790 2.5577 0.00 0.00 0.00 0.274
H 4.0732 4.5239 2.8376 0.00 0.00 0.00 0.273
H 0.0480 5.6541 -1.8602 0.00 0.00 0.00 0.235
H 0.6508 7.7854 -2.9729 0.00 0.00 0.00 0.249
H 3.0046 8.2409 -3.5542 0.00 0.00 0.00 0.250
H 4.7689 6.5946 -3.0474 0.00 0.00 0.00 0.250
H 4.1940 4.4704 -1.9550 0.00 0.00 0.00 0.224
H 3.8369 2.5800 4.3064 0.00 0.00 0.00 0.248
H 2.6660 0.9872 5.8086 0.00 0.00 0.00 0.259
H 0.9179 -0.5056 4.8309 0.00 0.00 0.00 0.251
H 0.4135 -0.3380 2.4203 0.00 0.00 0.00 0.191
N -4.7960 -1.3264 -1.3195 -0.05 0.05 -0.16 -0.712
C -4.8201 0.1841 -1.2831 0.04 0.02 0.06 -0.241
C -3.4321 0.7719 -1.5435 -0.01 -0.01 0.01 -0.255
N -2.5773 0.9340 -0.3535 -0.07 -0.06 -0.03 -0.890
H -5.6254 -1.7245 -0.8757 0.03 0.00 0.03 0.448
H -3.9315 -1.7151 -0.8666 -0.03 -0.05 0.08 0.453
H -4.7837 -1.6605 -2.2856 -0.02 0.02 0.03 0.438
H -5.1920 0.4760 -0.3024 -0.02 0.00 -0.01 0.235
H -5.5406 0.5062 -2.0315 0.01 0.00 -0.02 0.250
H -3.5599 1.7498 -2.0041 -0.01 0.00 0.01 0.246
H -2.9159 0.1543 -2.2837 0.01 -0.02 -0.01 0.204
H -2.7730 0.2225 0.3458 -0.01 -0.01 0.00 0.379
H -2.7675 1.8276 0.0881 0.05 0.01 0.00 0.397
C 0.6574 -6.1033 -1.4175 -0.01 0.01 0.01 -0.624
C -0.8263 -5.8478 -1.6228 0.00 0.00 0.01 -0.230
N -1.2158 -4.4604 -1.3034 -0.03 -0.01 -0.01 -0.554
C -1.5783 -3.8815 -0.1679 0.01 0.01 0.02 0.412
S -1.8975 -2.1515 -0.2142 0.08 -0.01 -0.01 -0.566
N -1.7188 -4.4801 1.0046 0.00 0.00 -0.03 -0.552
C -1.6049 -5.8945 1.4102 -0.01 0.01 -0.01 -0.230
C -2.9077 -6.6573 1.2396 0.00 0.00 0.00 -0.625
H 0.8928 -7.1331 -1.6832 0.00 0.00 0.00 0.252
H 0.9586 -5.9422 -0.3818 0.00 0.00 0.01 0.209
H 1.2567 -5.4501 -2.0515 0.00 0.00 0.00 0.222
H -1.4463 -6.5345 -1.0554 0.00 0.00 0.01 0.216
H -1.0933 -5.9907 -2.6686 0.00 0.00 0.00 0.231
H -1.1352 -3.8077 -2.0670 0.01 -0.01 0.02 0.419
H -2.0393 -3.8538 1.7265 0.00 0.01 0.00 0.422
H -1.3124 -5.8733 2.4589 -0.01 0.00 0.00 0.231
H -0.7826 -6.3568 0.8747 0.02 -0.01 -0.01 0.215
H -3.7019 -6.2136 1.8399 0.00 0.00 0.00 0.224
H -2.7763 -7.6869 1.5699 0.00 0.00 0.00 0.252
H -3.2358 -6.6742 0.1994 0.00 0.00 0.00 0.208